No. 1
Computed, not measured: a cluster of 16 separate species, C72H172N4O16 in total, with ωB97M-V/def2-TZVPD.

Last column: Mulliken charge in e.
Cartesian coordinates (Å):
C  -1.5758  -4.9455  -3.8513  -1.640
H  -0.5848  1.9135  -4.8739  -0.035
H  -0.1269  -5.6493  -1.7972  0.339
H  -5.2016  -1.5902  3.9950  0.486
H  4.7974  -5.4134  -0.7620  0.458
H  -0.8944  0.2993  3.5400  0.024
H  0.4593  -1.3661  -8.3125  0.453
C  5.4195  3.7332  -2.0125  -1.791
H  -2.3690  1.3355  0.9750  -0.259
H  6.0178  -1.1547  3.7163  0.280
N  3.0773  -2.4045  -7.4637  0.167
H  -0.2276  1.1563  2.1800  -0.314
H  0.5918  -2.4353  2.6779  -0.997
H  -2.1152  -0.4968  -1.5123  0.420
H  -6.2300  1.1505  4.7358  0.376
H  2.1684  -2.0817  8.0598  0.198
C  -4.9592  -4.8756  2.6314  0.626
C  6.9219  1.8657  -2.4507  -2.305
H  -0.5153  -3.3311  -3.2809  -0.844
H  -5.4507  -1.1328  0.5953  -0.786
C  -1.9633  -1.2273  7.2680  0.261
H  -7.9963  -0.5787  0.6819  0.487
C  1.7032  1.9831  4.6584  -0.387
H  3.2137  3.6704  -6.2113  0.406
H  -2.2798  3.5184  -2.8584  0.031
H  -2.3627  -0.5138  7.9887  0.466
H  -2.0253  -5.4655  4.4296  0.442
H  3.2854  3.9678  -1.7699  -0.897
C  -4.0561  -4.8459  1.3797  -0.851
H  0.9858  -2.2934  -4.7693  0.020
C  -0.1525  0.2963  -0.7267  2.796
H  -2.7022  -0.7049  2.1670  0.269
H  -4.2326  -0.2216  4.6468  -0.721
H  -0.9928  3.9887  5.4839  0.555
H  3.9151  -3.3426  0.2284  0.096
C  -1.9464  -3.7409  -1.6370  -0.924
H  1.6230  5.0329  0.6921  0.521
H  -4.6783  -2.3483  -1.2447  0.039
H  -3.7898  -3.8132  1.1548  -0.111
H  3.7441  -2.0538  4.3288  0.321
H  0.7725  -0.0390  3.1124  -0.256
H  6.0967  0.9738  -4.9392  0.287
H  6.1664  4.3638  -2.4947  0.382
H  0.7284  6.7361  -3.4309  0.494
O  2.2533  -3.4537  -0.8821  0.552
H  -3.5521  0.2848  0.1654  0.442
H  -2.6997  3.0635  -5.8592  0.348
H  -2.7057  5.5558  0.1049  0.054
C  1.3288  5.6123  -0.1831  -1.501
C  5.5659  -2.6425  -7.5654  -1.672
H  0.1909  -0.8924  -6.6942  0.484
C  4.3218  -2.6228  -5.4167  -1.633
H  4.5409  0.4196  -2.1482  0.208
H  -6.6507  -6.1705  3.3287  0.384
H  0.7045  -2.7275  5.6458  0.078
H  6.8003  -0.0427  2.4940  0.396
C  0.9825  -1.2220  -7.3671  -2.148
H  -3.8631  1.9379  2.7800  -0.285
C  -2.2214  3.9121  -3.8731  -0.796
H  -0.4166  -3.0084  1.4412  0.395
H  -7.6085  -2.6264  0.0186  0.330
H  -1.0220  6.6338  -3.8864  0.572
H  -0.1374  -3.4912  -6.8228  0.475
H  1.9059  -4.0925  -1.5089  -0.306
H  -3.8608  1.4207  -4.9575  0.406
H  -2.6335  6.7103  -2.1385  0.471
C  3.8386  4.3244  -3.8268  -1.745
H  -1.4912  -2.9943  -0.9863  -0.046
C  -6.3638  0.0804  4.5774  -0.359
H  4.4636  5.0401  -4.3610  0.374
C  4.2094  0.7348  2.1401  -0.934
C  3.9594  2.9455  -5.8849  -2.118
H  6.4481  -3.2694  -7.4357  0.342
H  3.9434  1.0146  3.1594  0.227
H  -3.7992  5.9184  2.8582  0.480
H  7.4053  2.1530  -1.5170  0.422
H  4.9037  -0.9087  0.9626  -0.042
H  -2.4961  -3.0920  6.1206  0.072
H  1.8816  2.2247  3.6106  0.275
H  5.8336  -1.6418  -7.2261  0.285
H  1.3993  4.0175  5.2885  0.518
H  3.3344  -2.4745  -3.5618  0.233
C  -0.8102  6.4483  0.7382  -1.690
C  -7.6020  -0.2190  3.6946  -1.164
H  -6.2219  -2.3720  -2.0942  0.448
H  1.7805  -3.0021  4.3742  -0.431
C  -1.0522  -5.1892  4.0237  0.232
H  -2.2959  -4.6061  -1.0737  0.431
C  -0.3901  -2.2639  2.2369  -0.752
H  2.7103  0.9732  -4.1909  -0.486
H  1.0084  -4.1382  -7.8899  0.399
H  -8.1122  -0.5100  -0.9670  0.353
H  1.4613  6.9890  2.1441  0.328
C  1.2780  7.6705  1.3134  -2.183
C  5.4791  2.3003  -2.5126  2.358
H  3.3215  0.8396  1.5165  -0.188
H  1.5991  -0.3643  -7.6361  0.438
H  1.7592  -5.4757  0.5944  0.153
C  -3.8501  3.8181  2.5080  1.592
H  -1.1051  -8.0664  3.8001  0.407
N  0.2056  -0.7457  0.3077  0.321
H  5.6088  3.6354  -0.9435  0.517
H  0.2343  2.3877  -1.1956  0.326
H  -1.0151  2.2313  5.3402  -0.228
H  -6.7579  -5.8385  1.6442  0.339
H  -7.7687  -1.2905  3.5836  0.222
H  2.0620  -1.0379  -5.0636  -0.696
C  1.9506  -2.1076  -5.2412  -0.382
O  3.9153  -2.0396  5.2733  -0.612
C  -1.9771  7.0767  -1.3492  -1.695
H  -3.8710  -2.0346  6.3016  0.179
O  1.6024  8.2953  -1.4381  -0.460
H  0.7342  8.5364  1.6910  0.460
H  2.4052  2.1389  -2.8829  -0.237
C  -0.5130  3.1373  5.0011  -0.186
C  -0.2932  6.5992  -3.0766  -1.176
C  -5.3668  3.8756  2.5535  -1.624
C  -2.0991  -0.7352  1.2596  -0.323
C  -0.5855  -0.9201  1.6201  2.168
H  0.8081  4.9792  -0.9015  -0.213
H  3.4060  -3.2842  7.6839  0.416
C  4.2601  -3.0943  -6.9005  1.815
H  -1.0783  -2.5281  3.0398  0.456
H  -5.5189  -6.9119  2.2398  0.420
H  -6.7151  -1.3838  5.6841  0.441
H  1.2886  0.9924  4.8450  -0.503
C  0.5359  6.9198  0.2120  2.426
H  7.1623  0.8265  -2.6754  0.325
C  -2.4946  0.4247  0.3896  -0.948
H  4.1772  5.4860  -2.0561  0.627
H  -5.3035  -0.8971  -2.0434  0.383
C  -0.6649  7.5665  -1.9850  1.853
H  -2.3005  5.2416  3.2678  0.058
H  0.0084  -1.0502  -2.4387  -0.150
H  -0.9637  -5.0961  -4.7405  0.249
C  -0.2080  0.1982  2.6994  -0.179
H  -5.7857  4.0666  3.5415  0.379
H  -0.2788  -7.3893  2.4806  0.328
C  -1.7313  0.3384  -0.9264  -0.409
C  -0.9508  -4.1623  -2.7264  1.761
C  2.6126  2.0312  -3.9476  -0.710
C  4.1114  4.4285  -2.3118  0.894
C  -2.6583  2.7757  -4.8087  0.195
H  -7.5895  0.3835  2.7863  0.180
H  0.0170  -5.9008  6.2232  0.352
C  -5.5789  -1.7703  -1.4520  -1.198
H  -2.9034  -3.3283  -1.9564  0.141
H  -2.4467  7.9274  -0.8553  0.311
O  -3.8515  2.2375  -4.4531  -0.557
C  3.0817  -2.8418  -4.5565  0.314
H  -2.4322  0.0060  5.7246  -0.156
C  3.8750  2.8430  -4.3389  2.157
C  0.3500  1.7164  -0.3447  -1.556
H  -0.1904  -1.3598  8.1438  0.323
H  1.5067  -0.2715  -1.9631  0.357
H  1.6643  2.3438  -4.3847  0.638
O  -5.7249  -3.7249  2.7900  -0.359
H  -1.6352  1.0390  -3.8094  0.432
H  2.7901  4.5921  -3.9573  0.379
H  0.8788  3.4683  7.3454  0.340
H  -0.1677  2.1190  0.5260  -0.023
C  -6.2426  -1.4610  -0.0780  1.845
O  -6.7289  -2.6584  0.4018  -0.538
H  3.3971  -5.4157  1.4871  0.508
H  2.1532  -4.2119  1.7660  -0.259
C  -1.7693  5.9030  -0.3319  0.964
C  1.7339  -2.4079  -6.7297  2.577
H  4.0515  -4.6162  -2.1106  0.327
H  3.6097  -5.1161  -6.1149  0.245
C  1.7624  -2.9136  5.4605  -0.124
H  -1.9146  8.8716  -3.2454  0.368
H  2.2675  7.9881  0.9846  0.476
H  1.1592  -4.5202  -6.2031  0.269
O  0.1455  -4.8382  -2.2326  -0.483
H  -6.0907  -3.4513  1.9457  0.232
C  3.2102  -4.0873  -0.1415  0.715
H  2.7493  1.9549  4.9636  0.562
H  0.6651  -8.2727  3.7223  0.389
H  1.5978  -1.7585  -0.0666  -0.347
C  2.5712  -4.8830  1.0156  -0.895
O  1.0574  2.7096  6.7849  -0.593
C  2.7352  -1.9377  6.0826  1.343
H  2.4410  -0.8882  6.0905  -0.293
H  0.9413  -5.8077  4.2544  0.137
H  -0.7220  5.7933  1.6050  0.109
H  -2.0502  1.2169  -1.4873  -0.362
H  -2.4961  -4.4568  -4.1711  0.391
C  4.7064  1.3438  -1.5944  -1.663
H  6.6774  -1.7321  2.2363  0.436
O  -3.4167  2.6707  3.2105  -0.150
H  -1.8377  -5.9523  -3.5261  0.441
H  4.9518  3.2950  -6.1698  0.525
H  -4.8920  -0.1447  2.9939  -0.440
N  5.0832  2.1648  -3.9129  0.081
O  -0.9161  -1.9308  7.8813  -0.590
H  4.6463  -1.5930  -5.2667  0.032
O  1.5099  -0.9355  0.4198  1.880
H  -3.0854  -5.2953  1.5892  0.404
C  -0.9742  8.9175  -2.6962  -2.076
H  -4.3886  -5.0723  3.5390  0.102
H  -1.9237  1.0485  -5.6047  0.562
H  3.5968  -5.0094  -7.8339  0.343
N  0.3489  7.8621  -0.9274  0.244
H  3.7993  1.9949  -6.3938  0.264
H  5.1558  1.0708  -0.6396  0.741
H  -3.5717  3.8127  1.4542  -0.056
O  2.9501  -2.6826  -8.8564  -0.504
C  6.1356  -0.8893  2.6657  -1.617
C  -6.0364  -5.9758  2.4496  -1.611
C  0.9686  3.0221  5.3971  -0.105
H  4.9759  -3.2586  -4.8200  0.443
H  -0.6152  3.2063  3.9181  -0.245
H  -2.4486  -1.5633  0.6431  -0.652
H  -1.0128  -1.1177  5.3546  -0.248
C  -2.9507  -2.3591  6.7872  -1.081
H  5.4274  -2.4303  -8.6256  0.403
H  -1.2327  4.2917  -4.1310  0.253
O  5.2564  0.8923  -4.4823  -0.006
C  -3.3692  5.0378  3.3354  -1.375
C  3.8404  -5.0441  -1.1306  -1.609
H  1.4185  1.7428  -0.1310  -0.352
H  -1.1410  -5.2186  2.9377  -0.045
H  -1.3761  4.9994  -0.7977  -0.491
H  0.3533  0.6228  -2.8449  -0.263
H  2.8617  -3.8870  -4.3391  0.253
H  5.0982  -5.1390  -6.9643  0.446
O  -6.5647  -0.4522  5.8607  -0.621
C  3.0878  -2.2577  7.5014  -1.656
H  -4.4681  -5.3426  0.5013  0.470
H  -2.9453  4.7104  -4.0371  0.371
H  -5.8524  2.9436  2.2644  0.289
C  -5.0665  -0.5087  4.0064  1.276
H  -0.2708  5.5699  -2.7185  -0.393
C  -0.0230  -6.3091  4.3367  0.684
C  -0.1611  -7.5839  3.5466  -1.729
H  -0.7303  0.2677  6.3295  0.061
C  0.9287  -3.7074  -6.8918  -2.027
C  -7.3561  -0.4242  -0.1866  -1.668
H  -0.8425  -4.1955  4.4195  -0.521
H  3.8181  -1.5794  7.9427  0.426
H  3.1035  -5.8397  -1.2405  0.341
H  -3.6391  4.9669  4.3890  0.430
C  4.1257  -4.6468  -6.9525  -1.796
C  -1.6257  1.6246  -4.7287  -1.221
C  0.4307  -0.1223  -2.0531  -1.429
H  2.9785  -1.4596  2.0798  -0.176
C  -1.5041  -0.4531  6.0653  0.109
H  1.6244  9.2325  -1.2314  0.336
H  1.8423  -3.9017  5.9137  0.282
H  -0.1286  9.1308  -3.3502  0.408
H  2.5932  -1.8380  -9.1410  0.391
H  3.7896  1.8233  -1.2515  -0.332
H  -1.3489  7.2833  1.1863  0.433
H  -8.4498  0.2457  4.1980  0.421
H  -3.2626  -2.9531  7.6462  0.475
C  4.7446  -0.6817  2.0168  1.257
H  5.0411  1.3757  1.8475  0.500
H  -6.9751  0.5970  -0.1896  0.333
H  2.3222  5.8464  -0.5656  0.482
H  -5.8345  4.6976  2.0116  0.412
O  3.8185  -1.5803  2.5286  -0.272
H  -1.0243  9.6945  -1.9334  0.512
H  7.4492  2.5001  -3.1632  0.569
O  -0.1747  -6.6767  5.6914  -0.630

The calculation puts the molar mass at 1350.18 g/mol. As for the total charge: 0. The highest occupied orbital energy is -8.05 eV. Its spin multiplicity is 1. As for the HOMO-LUMO gap: 8.27 eV. The value obtained for the energy above the lowest of the compared OMol25 structures with the same formula, charge and spin is 43.55 kcal/mol. For the electronic energy, the calculation gives -4269.03366 hartree. The calculation puts the lowest unoccupied orbital energy at 0.220 eV.

=====

No. 2
Computed, not measured: a cluster of 2 separate species, C7H22N2O2P2 in total, with ωB97M-V/def2-TZVPD.

Last column: Mulliken charge in e.
Cartesian coordinates (Å):
H  -2.9607  -1.6857  0.4323  0.396
H  -1.5737  -1.5498  -0.6721  0.132
H  1.7322  2.5502  1.3579  0.318
C  1.1758  2.7663  0.4405  -0.644
H  -2.2024  -0.8893  3.4597  0.383
H  2.3774  2.0674  -1.2247  0.310
H  -0.7785  4.9270  1.1546  0.347
C  -1.9627  -2.0661  0.2108  -0.845
H  -0.6451  1.8874  1.2028  -0.263
O  1.9747  0.4862  -0.0432  -0.624
H  1.7156  -4.4048  -3.8313  0.145
C  1.5585  1.7096  -0.6007  -0.565
C  0.8376  -3.1407  -2.4151  0.610
H  0.1231  4.1421  2.4450  0.336
H  -0.0526  -0.2741  -0.4353  -0.114
H  -2.0360  -3.1227  -0.0452  0.296
H  1.5189  3.7508  0.1051  0.416
P  0.7978  -0.5263  0.6842  0.446
H  -0.2839  -1.5855  -3.0841  0.216
H  0.8283  0.2419  1.8703  0.122
C  -0.3149  2.8348  0.7634  0.451
H  2.0207  -4.7693  -2.1666  0.222
H  -0.8707  2.9308  -0.1750  0.272
C  -0.6612  3.9887  1.6995  -1.446
H  1.7159  -1.5723  0.6334  0.005
H  -2.4878  0.0076  1.9657  0.308
H  0.6981  1.5298  -1.2668  0.301
P  -0.8227  -1.8322  1.6544  -0.049
H  -1.5925  3.8084  2.2377  0.397
C  -1.7205  -0.4807  2.5711  -1.037
N  0.2592  -2.3725  -3.3857  -0.350
O  0.6960  -2.9028  -1.2271  -0.498
H  -1.0178  0.2853  2.9116  0.293
H  0.3708  -2.5457  -4.3660  0.166
N  1.5834  -4.1936  -2.8612  -0.454

The calculation puts the molar mass at 228.21 g/mol. As for the total charge: 0. The highest occupied orbital energy is -7.42 eV. Its spin multiplicity is 1. As for the HOMO-LUMO gap: 8.04 eV. As for the structure (SMILES): CCCCO[PH3]P(C)C.NC(N)=O. For the electronic energy, the calculation gives -1222.57790 hartree. The calculation puts the lowest unoccupied orbital energy at 0.623 eV.